9
Properties=species:S:1:pos:R:3:forces:R:3:lowdin_charge:R:1 method="wB97M-V/def2-TZVPD" e_lumo_ev="-1.757 / -1.802" spin_multiplicity=2 gap_ha="0.15864 / 0.15699" de_lowest_kcal_mol=27.07 energy_ha=-559.86830
F 1.849 -0.777 2.282 -0.259 0.296 -0.569 -0.821
C 0.688 0.369 -0.014 -0.486 0.427 -0.417 -0.156
C -0.508 -0.262 -0.130 1.106 -0.010 0.195 -0.364
O -1.586 0.123 0.500 -1.063 0.115 -0.243 -0.431
H 0.940 1.307 0.514 -0.002 -1.140 -0.130 0.130
H -0.519 -1.236 -0.653 0.090 0.308 0.111 0.125
Mg -3.471 0.033 0.617 0.792 0.012 0.140 0.839
Li 0.864 0.600 -2.312 0.141 -0.315 0.881 0.825
F 1.742 -0.158 -0.804 -0.320 0.308 0.032 -0.146


8
Properties=species:S:1:pos:R:3:forces:R:3:lowdin_charge:R:1 method="wB97M-V/def2-TZVPD" e_lumo_ev=0.729 gap_ha=0.41586 de_lowest_kcal_mol=31.63 energy_ha=-386.57276
H 2.185 -0.981 0.219 -0.329 -0.395 0.076 0.068
N 1.251 -1.318 0.494 0.437 0.208 0.075 0.142
C 0.411 -0.452 0.181 -0.560 0.334 -0.809 -0.331
N 0.159 0.746 -0.445 0.478 0.038 0.949 0.210
C -0.957 0.105 0.124 -2.135 1.072 -0.644 -0.380
F -1.665 0.528 1.259 1.539 -0.229 -1.568 0.065
F -1.977 -0.112 -0.812 1.312 -0.549 1.263 0.059
H 0.594 1.483 -1.021 -0.742 -0.477 0.657 0.168


7
Properties=species:S:1:pos:R:3:forces:R:3:lowdin_charge:R:1 method="wB97M-V/def2-TZVPD" smiles="O=CC(F)F" e_lumo_ev=0.368 gap_ha=0.40633 de_lowest_kcal_mol=7.10 energy_ha=-352.34146
O 1.722 0.586 0.258 1.306 0.646 0.442 0.086
C 0.865 0.142 -0.418 -1.901 -1.037 0.358 -0.154
C -0.566 -0.039 0.354 -0.419 -1.297 -3.363 -0.257
F -0.576 -1.135 1.165 0.296 1.230 -0.384 0.065
F -1.574 -0.264 -0.625 1.077 -0.122 0.710 -0.028
H 1.046 -0.172 -1.502 -0.739 0.230 1.032 0.147
H -0.917 0.882 0.769 0.379 0.350 1.204 0.142


8
Properties=species:S:1:pos:R:3:forces:R:3:lowdin_charge:R:1 method="wB97M-V/def2-TZVPD" e_lumo_ev="-3.126 / -3.131" gap_ha="0.24301 / 0.24290" de_lowest_kcal_mol=185.05 energy_ha=-427.32926
C -0.656 -0.032 0.114 -2.148 -4.028 -0.302 -0.374
C -0.047 1.096 0.003 3.263 3.059 0.929 0.119
O -1.978 -0.333 0.146 0.557 4.542 -0.151 0.157
O 2.550 -0.129 -0.029 -2.859 0.056 -2.993 -0.236
F -0.038 -1.201 -0.090 0.694 0.504 -0.014 0.102
F -0.095 2.305 0.538 -0.070 -2.067 -1.051 0.132
H -2.021 -1.230 0.312 -0.329 -3.180 0.526 0.084
H 2.285 -0.476 -0.995 0.892 1.115 3.056 0.017


8
Properties=species:S:1:pos:R:3:forces:R:3:lowdin_charge:R:1 method="wB97M-V/def2-TZVPD" e_lumo_ev=-1.417 gap_ha=0.30701 de_lowest_kcal_mol=40.36 energy_ha=-750.49137
C 0.486 0.448 0.896 0.658 0.345 0.540 -0.304
C -0.652 -0.247 0.270 0.251 -1.209 -3.391 -0.508
O 0.649 1.635 0.859 -0.256 -0.118 0.018 0.087
F -1.043 -1.421 0.717 0.273 0.476 0.290 0.124
F -1.675 0.424 -0.210 0.551 -0.050 0.485 0.144
S 0.742 -0.822 -1.612 -1.398 0.352 2.039 0.540
H 1.192 -0.260 1.362 -0.015 0.007 0.011 0.134
H 0.300 0.244 -2.284 -0.064 0.197 0.007 -0.218


7
Properties=species:S:1:pos:R:3:forces:R:3:lowdin_charge:R:1 method="wB97M-V/def2-TZVPD" e_lumo_ev="-7.841 / -7.841" gap_ha="0.32891 / 0.32894" de_lowest_kcal_mol=12.71 charge=+1 energy_ha=-618.14717
C -1.570 0.022 0.472 0.761 -0.012 -0.113 0.320
C -0.522 -0.015 -0.174 -1.376 -0.035 -0.715 -0.177
F 1.745 1.156 -0.393 -0.383 -0.096 0.619 -0.195
F 1.766 -1.156 -0.375 -0.385 0.078 0.605 -0.196
P 1.260 0.002 0.558 1.989 0.047 -0.434 1.000
H -2.396 0.058 1.145 -0.414 0.014 0.178 0.111
H -0.283 -0.067 -1.234 -0.192 0.005 -0.140 0.138


7
Properties=species:S:1:pos:R:3:forces:R:3:lowdin_charge:R:1 method="wB97M-V/def2-TZVPD" e_lumo_ev="-0.186 / -0.252" gap_ha="0.30633 / 0.28466" de_lowest_kcal_mol=63.84 energy_ha=-675.19607
C 1.393 -0.244 0.007 0.770 0.154 -0.193 -0.397
C -1.404 0.107 0.309 1.315 0.679 -0.159 -0.677
F -1.176 1.365 -0.055 0.355 1.130 0.388 0.020
F -2.580 -0.207 -0.195 -0.583 -1.074 -0.052 0.037
S -0.073 -0.934 -0.001 -1.283 -1.811 -0.406 1.002
H 1.584 0.778 0.159 -0.078 1.175 0.011 0.000
H 2.256 -0.864 -0.223 -0.495 -0.254 0.410 0.015


8
Properties=species:S:1:pos:R:3:forces:R:3:lowdin_charge:R:1 method="wB97M-V/def2-TZVPD" smiles="F/C(S)=C(/F)S" e_lumo_ev=0.645 gap_ha=0.36491 de_lowest_kcal_mol=25.30 energy_ha=-1073.45333
F -1.300 0.751 -0.678 0.928 -0.021 0.325 -0.052
C -0.099 0.688 -0.019 0.248 -0.924 -0.842 -0.713
S 0.368 2.229 0.678 -0.617 -0.714 0.203 0.843
C 0.591 -0.469 -0.091 -1.513 -1.502 -0.424 -0.599
F 1.629 -0.786 0.702 -0.208 0.665 -0.436 0.000
S 0.068 -1.828 -1.272 0.604 1.409 0.529 0.763
H -0.885 2.267 1.188 0.352 0.529 0.167 -0.099
H -0.371 -2.853 -0.508 0.205 0.557 0.479 -0.144


8
Properties=species:S:1:pos:R:3:forces:R:3:lowdin_charge:R:1 method="wB97M-V/def2-TZVPD" e_lumo_ev="0.173 / -0.376" gap_ha="0.32154 / 0.31238" de_lowest_kcal_mol=93.23 energy_ha=-674.54053
C 0.667 -1.121 0.807 1.942 -0.002 -0.933 -0.054
C -0.515 1.111 -0.823 1.742 -0.164 0.757 -0.909
F -0.095 -2.204 0.974 -0.223 0.249 0.202 -0.058
F -0.122 2.071 0.034 -0.443 -0.316 -0.515 -0.026
F 0.204 1.226 -1.940 -0.664 0.036 0.243 0.000
I -2.525 0.724 -0.915 -0.482 0.103 -0.228 0.908
H 0.784 -0.444 1.662 -0.443 -0.391 -0.232 0.058
H 1.602 -1.362 0.201 -1.429 0.484 0.706 0.081


10
Properties=species:S:1:pos:R:3:forces:R:3:lowdin_charge:R:1 method="wB97M-V/def2-TZVPD" e_lumo_ev="0.657 / -4.216" spin_multiplicity=3 gap_ha="0.24720 / 0.26037" de_lowest_kcal_mol=26.85 energy_ha=-581.98685
C 1.940 0.502 -0.177 7.275 -6.520 -1.057 -0.452
C 3.480 -0.075 -0.685 -2.167 0.487 0.206 -0.498
N -0.079 -0.253 0.601 -0.894 -0.239 -0.147 0.084
O 1.542 1.616 -0.311 -2.310 7.606 -1.184 0.250
O 1.296 -0.520 0.333 -2.394 -1.890 1.667 -0.049
F 3.405 -1.406 -0.787 -0.193 0.681 0.280 0.168
F 4.360 0.245 0.251 0.256 0.008 0.277 0.164
F 3.943 0.398 -1.839 -0.449 0.313 0.057 0.161
H -0.192 0.500 1.265 0.881 0.006 1.061 0.087
H -0.477 0.241 -0.183 -0.005 -0.452 -1.159 0.084


10
Properties=species:S:1:pos:R:3:forces:R:3:lowdin_charge:R:1 method="wB97M-V/def2-TZVPD" e_lumo_ev=3.469 gap_ha=0.23191 de_lowest_kcal_mol=9.55 charge=-1 energy_ha=-817.22409
C 1.584 3.170 -0.360 0.370 0.729 -0.223 -0.449
C -0.081 -0.412 0.342 0.752 2.429 1.915 -0.235
O 0.532 3.641 -0.402 -0.898 -0.212 0.161 0.194
O 2.701 2.882 -0.394 0.539 -0.656 0.109 0.188
F -0.766 1.781 2.442 -0.483 -0.755 -1.081 -0.208
F 1.463 1.229 1.876 0.781 -0.101 0.501 -0.179
F 0.016 -0.253 3.364 0.412 -0.989 0.564 -0.156
Si 0.053 0.420 1.913 0.255 1.726 -0.701 0.114
H 0.115 -1.421 0.383 0.543 -2.481 0.036 -0.131
H -1.021 -0.221 -0.035 -2.271 0.309 -1.282 -0.138


9
Properties=species:S:1:pos:R:3:forces:R:3:lowdin_charge:R:1 method="wB97M-V/def2-TZVPD" e_lumo_ev=-0.993 gap_ha=0.35753 de_lowest_kcal_mol=118.49 energy_ha=-551.92655
C -0.539 0.536 0.140 4.031 -0.172 -0.665 -0.315
C 1.198 -0.481 -0.020 -3.323 1.766 0.480 -0.246
O -1.376 -0.400 -0.171 -1.160 -1.181 -0.433 0.058
F -0.556 0.998 1.408 -0.330 -0.002 0.260 0.048
F 1.213 -1.019 -1.221 0.168 -0.057 -0.250 0.109
F 1.163 -1.407 0.914 0.186 -0.265 0.205 0.110
F -2.708 0.145 -0.642 0.876 0.146 0.412 -0.068
H -0.373 1.365 -0.557 -0.436 -0.167 0.077 0.154
H 1.977 0.263 0.150 -0.012 -0.069 -0.084 0.149


11
Properties=species:S:1:pos:R:3:forces:R:3:lowdin_charge:R:1 method="wB97M-V/def2-TZVPD" e_lumo_ev=-0.889 gap_ha=0.28767 de_lowest_kcal_mol=41.13 energy_ha=-1234.74803
C -0.457 -0.201 -0.617 1.640 0.850 0.436 -0.732
C -1.451 0.261 0.461 -1.430 -0.453 -2.136 -0.637
O 0.724 0.672 -0.648 -0.452 -0.670 1.373 -0.353
F -1.010 0.139 1.679 -0.018 0.144 0.799 0.161
F -2.572 -0.539 0.264 0.968 0.695 0.803 0.097
F -1.833 1.522 0.218 0.097 -0.167 0.492 0.160
F -1.099 0.040 -1.786 0.394 -0.765 0.076 0.067
P 1.865 -0.375 0.000 -0.011 2.791 -0.292 0.580
P 0.412 -1.841 -0.070 -0.421 -0.857 -0.511 0.687
H 2.574 0.000 1.246 -1.149 -0.540 -0.579 -0.010
H 2.849 0.321 -0.748 0.382 -1.027 -0.462 -0.020


9
Properties=species:S:1:pos:R:3:forces:R:3:lowdin_charge:R:1 method="wB97M-V/def2-TZVPD" e_lumo_ev=-1.420 gap_ha=0.28846 de_lowest_kcal_mol=19.76 energy_ha=-1145.55381
C -0.575 -1.390 -0.026 1.863 -0.108 -1.196 -1.144
C -0.066 -0.350 -1.014 0.371 2.705 1.332 -0.887
O 0.838 0.576 -0.404 -1.430 -1.234 -1.250 -0.083
F 0.350 -0.796 -2.163 0.298 0.017 -0.605 0.028
I -1.723 -2.858 -1.073 0.143 0.351 0.653 0.808
I 1.174 -2.284 1.064 -0.938 0.366 -0.604 0.726
I -2.212 0.969 -1.482 1.562 -0.837 0.213 0.440
H -1.041 -0.758 0.673 -1.138 -0.105 1.241 -0.020
H 1.118 1.338 -0.973 -0.731 -1.153 0.217 0.134


7
Properties=species:S:1:pos:R:3:forces:R:3:lowdin_charge:R:1 method="wB97M-V/def2-TZVPD" smiles="F/C=C/OI" e_lumo_ev=-1.513 gap_ha=0.27299 de_lowest_kcal_mol=40.02 energy_ha=-550.10983
F 1.813 0.335 1.074 -0.564 0.224 0.229 -0.072
C 0.672 -0.280 0.572 -0.221 3.819 -1.559 -0.123
C -0.182 0.608 -0.076 1.552 -1.808 0.973 -0.264
O -1.287 0.399 -0.836 -0.414 -0.873 0.006 -0.679
I -1.962 -1.474 -1.273 0.617 0.944 0.413 0.913
H 0.948 -1.297 0.591 -1.099 -1.255 -0.336 0.084
H -0.003 1.708 -0.052 0.129 -1.051 0.274 0.141


7
Properties=species:S:1:pos:R:3:forces:R:3:lowdin_charge:R:1 method="wB97M-V/def2-TZVPD" e_lumo_ev="-1.498 / -1.513" gap_ha="0.27530 / 0.27451" de_lowest_kcal_mol=106.39 energy_ha=-550.00408
C 0.233 -0.394 0.057 -3.670 -0.059 0.621 0.171
C 0.204 0.951 -0.059 2.625 -2.434 -0.332 -0.207
O -1.748 -1.200 0.125 3.885 1.004 -0.242 -0.954
F 1.418 1.591 0.020 -0.566 -0.452 0.186 -0.016
I -3.062 0.189 0.053 -0.560 0.478 -0.041 0.826
H 0.741 -1.351 0.358 -0.524 1.707 -0.434 0.111
H -0.483 1.657 -0.468 -1.189 -0.244 0.242 0.068


6
Properties=species:S:1:pos:R:3:forces:R:3:lowdin_charge:R:1 method="wB97M-V/def2-TZVPD" e_lumo_ev="-0.251 / -0.754" spin_multiplicity=7 gap_ha="0.26844 / 0.32256" energy_ha=-1328.02484
F 0.715 -0.681 1.591 0.784 3.681 0.163 -0.345
H 0.640 0.492 1.190 -0.414 -4.445 0.675 0.205
C -0.325 0.559 -0.277 -0.595 -2.473 0.374 -0.416
C -0.403 -0.712 -0.157 0.918 3.416 -2.143 -0.101
H 0.019 -1.618 -0.581 -0.643 -0.170 0.825 0.045
Mn -0.646 1.960 -1.766 -0.050 -0.009 0.107 0.613


7
Properties=species:S:1:pos:R:3:forces:R:3:lowdin_charge:R:1 method="wB97M-V/def2-TZVPD" e_lumo_ev="-7.224 / -7.421" spin_multiplicity=6 gap_ha="0.25091 / 0.24999" de_lowest_kcal_mol=48.08 charge=+1 energy_ha=-1403.12656
C 0.430 0.344 0.081 -2.264 4.979 -1.573 -0.304
C 1.330 -0.588 0.046 1.050 -1.404 0.291 -0.222
O -0.215 1.338 -0.081 1.945 -3.588 1.134 0.145
H 0.984 -1.621 -0.053 0.161 0.211 0.122 0.053
H -2.335 0.783 -0.090 -0.699 -2.764 0.275 0.120
Mn 3.274 -0.166 0.091 -0.803 -0.138 0.020 1.325
F -2.526 -0.180 0.005 0.610 2.704 -0.269 -0.117


8
Properties=species:S:1:pos:R:3:forces:R:3:lowdin_charge:R:1 method="wB97M-V/def2-TZVPD" smiles="O=C[C@@H](F)N=O" e_lumo_ev="-0.979 / -0.978" gap_ha="0.32914 / 0.32909" de_lowest_kcal_mol=88.97 energy_ha=-382.38864
O 1.911 -0.543 0.764 0.430 -0.226 -0.009 0.129
C 0.891 -0.012 0.537 -2.583 -0.485 -0.561 -0.142
C -0.413 -0.817 -0.190 3.023 0.895 -0.283 -0.321
F -0.100 -2.131 -0.216 -0.286 -0.117 0.071 0.034
N -1.590 -0.597 0.556 -1.340 0.341 0.820 -0.001
O -2.083 0.508 0.481 0.872 -0.624 -0.271 0.018
H 0.590 1.026 0.751 0.296 0.211 0.067 0.122
H -0.403 -0.416 -1.214 -0.412 0.005 0.165 0.160


7
Properties=species:S:1:pos:R:3:forces:R:3:lowdin_charge:R:1 method="wB97M-V/def2-TZVPD" smiles=N#CCSF e_lumo_ev=-0.028 gap_ha=0.35571 de_lowest_kcal_mol=13.14 energy_ha=-630.13543
N -0.473 0.528 -2.262 -0.029 1.130 -3.072 0.158
C -0.481 0.252 -1.171 -0.307 -0.485 1.732 -0.415
C -0.451 -0.355 0.106 2.281 -0.426 1.675 -0.294
S 1.549 -0.076 0.677 -2.033 -1.299 -1.462 0.840
F 1.420 0.928 1.886 -0.362 0.748 0.894 -0.517
H -0.507 -1.492 -0.140 -0.377 1.941 1.430 0.115
H -1.058 0.215 0.904 0.828 -1.608 -1.197 0.113